No. 1
Below is a cluster of 14 separate species, C26H84N24O14 in total in a non-equilibrium geometry, with properties calculated with the ωB97M-V functional and the def2-TZVPD basis.

HOMO-LUMO gap   8.31 eV
LUMO energy   -0.003 Ha
Calculated total energy   -3408.491076 a.u.
Maximum force   8.2 eV Å⁻¹
ΔE to the lowest compared entry with this formula, charge and spin   1017.79 kJ/mol

Cartesian coordinates (Å):
C1 -4.57908 5.26653 2.11622
O1 -4.60333 6.29390 2.67362
N1 -4.99469 4.94611 0.94309
N2 -3.70143 4.46867 2.56883
H1 -4.64954 4.03298 0.68395
H2 -5.63076 5.45922 0.34959
H3 -3.64948 3.52391 2.21549
H4 -3.09435 4.71874 3.33630
C2 -2.73487 -6.86044 2.78091
O2 -3.52817 -7.77479 2.42054
N3 -3.07582 -5.80671 3.44416
N4 -1.45480 -6.88975 2.61360
H5 -2.43600 -5.02600 3.40894
H6 -4.07811 -5.74224 3.55075
H7 -0.87883 -7.68494 2.37691
H8 -0.88648 -6.13646 2.97368
C3 7.14352 -3.36393 0.13565
O3 6.44128 -4.05655 0.86383
N5 6.81873 -2.74883 -0.90792
N6 8.40404 -3.17510 0.34633
H9 5.92482 -3.10666 -1.21283
H10 7.56598 -2.27916 -1.39898
H11 8.89555 -2.41325 -0.09878
H12 8.65260 -3.59999 1.22825
C4 0.85170 3.51502 4.46338
O4 0.93388 4.21083 3.43262
N7 0.77492 4.14219 5.59092
N8 0.79837 2.21996 4.64900
H13 1.06859 5.10774 5.63044
H14 0.68829 3.69301 6.49139
H15 1.18394 1.62640 3.92849
H16 0.76761 1.85461 5.59010
C5 -2.77715 4.96868 -4.70911
O5 -2.50973 4.48303 -3.66834
N9 -2.42176 6.14762 -5.12825
N10 -3.58390 4.33907 -5.52345
H17 -2.52927 6.40499 -6.09898
H18 -1.86111 6.72762 -4.52048
H19 -4.35354 4.94966 -5.75785
H20 -3.82045 3.37170 -5.35510
C6 2.28873 7.70064 -0.93232
O6 2.78793 8.56882 -1.62439
N11 2.76904 6.61787 -0.29614
N12 0.97872 7.76997 -0.72910
H21 2.27426 5.97695 0.30762
H22 3.75427 6.40225 -0.35051
H23 0.53364 6.93850 -0.36760
H24 0.48831 8.58504 -1.06861
C7 -6.46292 0.52873 2.72967
O7 -6.87515 0.53932 3.87168
N13 -5.27542 0.15503 2.34530
N14 -7.21413 0.67186 1.66842
H25 -5.19811 -0.15383 1.38680
H26 -4.65097 -0.19024 3.06011
H27 -6.82722 0.38574 0.78042
H28 -8.09259 1.11121 1.90370
C8 0.45207 -1.05689 -7.29930
O8 -0.56682 -1.59823 -7.61862
N15 0.83584 -0.90736 -6.06095
N16 1.32999 -0.54492 -8.16940
H29 1.77052 -0.57388 -5.87312
H30 0.28533 -1.28943 -5.30527
H31 2.27248 -0.26078 -7.94338
H32 1.08021 -0.48784 -9.14636
C9 8.82988 4.25085 -0.82265
O9 7.66350 4.50209 -0.61212
N17 9.71675 3.76975 0.04243
N18 9.55675 4.37918 -1.88284
H33 9.50150 3.84911 1.02604
H34 10.69480 3.63586 -0.17109
H35 9.03538 4.88632 -2.58361
H36 10.38217 3.80246 -1.80427
C10 2.39779 -3.47816 5.35298
O10 1.39718 -3.53965 4.63681
N19 3.62129 -3.60326 4.97837
N20 2.23948 -3.09043 6.62251
H37 4.39649 -3.47881 5.61373
H38 3.74583 -3.77899 3.99160
H39 2.98823 -3.02246 7.29694
H40 1.28225 -2.82347 6.80289
C11 -0.24599 -1.84952 -0.76548
C12 -0.27825 -0.33837 -0.47535
C13 0.98589 0.45461 -0.66948
O11 1.84840 -0.08774 0.32884
C14 3.04370 0.66853 0.53782
N21 -1.44021 0.04905 -1.33450
H41 0.57663 -2.34375 -0.24862
H42 0.07730 -2.09887 -1.77613
H43 -1.12001 -2.44593 -0.50379
H44 -0.55631 -0.22865 0.57286
H45 0.80766 1.51898 -0.51632
H46 1.33712 0.42283 -1.70086
H47 3.61887 0.63560 -0.38749
H48 3.59479 0.01186 1.21100
H49 2.92961 1.62604 1.04602
H50 -1.35789 -0.33410 -2.26537
H51 -1.38593 1.05701 -1.36857
C15 -1.56036 -10.41672 -7.68276
C16 -2.26906 -10.29361 -6.36395
C17 -2.85050 -8.86159 -6.00059
O12 -3.55094 -8.80034 -4.80089
C18 -2.72518 -8.35694 -3.75360
N22 -3.28906 -11.31744 -6.20613
H52 -0.77895 -9.65793 -7.72424
H53 -2.30153 -10.29697 -8.47297
H54 -1.02438 -11.35418 -7.83105
H55 -1.50616 -10.44889 -5.60107
H56 -3.66195 -8.65883 -6.69953
H57 -2.03192 -8.14222 -5.97736
H58 -3.13589 -8.37333 -2.74408
H59 -2.47207 -7.32746 -4.00703
H60 -1.79458 -8.92214 -3.70231
H61 -3.64339 -11.70965 -7.06678
H62 -4.04018 -11.17212 -5.54674
C19 5.75561 8.57239 8.77860
C20 5.02412 7.26079 8.33347
C21 5.72626 6.39523 7.20070
O13 5.82194 7.19416 5.97390
C22 6.17321 6.42398 4.81672
N23 4.88569 6.52140 9.53260
H63 5.05327 9.28746 9.20694
H64 6.21620 9.16050 7.98483
H65 6.61859 8.48352 9.43850
H66 4.03021 7.48542 7.94642
H67 5.22662 5.43062 7.11128
H68 6.71793 6.12364 7.56255
H69 5.39391 5.67225 4.69143
H70 7.14317 5.94510 4.95067
H71 6.18575 7.04725 3.92260
H72 3.93297 6.75208 9.77597
H73 5.52817 6.99219 10.15362
C23 -7.08587 -3.95034 -1.50161
C24 -7.53007 -3.47042 -2.88515
C25 -6.89077 -2.23301 -3.43717
O14 -7.10031 -1.15133 -2.59303
C26 -7.74475 -0.00842 -3.28132
N24 -7.37478 -4.52876 -3.80693
H74 -7.39661 -3.22728 -0.74746
H75 -6.00679 -4.09892 -1.46154
H76 -7.49577 -4.91202 -1.19297
H77 -8.56069 -3.19068 -2.66681
H78 -7.29468 -2.01768 -4.42641
H79 -5.80144 -2.25723 -3.40802
H80 -7.65563 0.91651 -2.71153
H81 -8.80532 -0.25900 -3.30366
H82 -7.36499 0.21492 -4.27832
H83 -6.44192 -4.88380 -3.96125
H84 -7.95097 -5.25410 -3.40444



No. 2
Below is a cluster of 25 separate species, C26H99B2N2O28Si in total in a non-equilibrium geometry, with properties calculated with the ωB97M-V functional and the def2-TZVPD basis.

HOMO-LUMO gap   6.73 eV
LUMO energy   -0.132 Ha
Total charge   +1
Calculated total energy   -3604.749965 a.u.
Maximum force   5.6 eV Å⁻¹

Cartesian coordinates (Å):
C1 5.92212 -3.65300 2.75829
C2 6.41514 -3.19695 1.26098
C3 5.19545 -3.48653 0.16947
O1 5.02641 -2.35315 -0.75316
C4 4.11693 -1.37308 -0.10822
C5 3.84621 -0.01872 -1.03389
C6 3.74224 -0.39992 -2.65222
C7 2.79341 -1.68966 -2.98217
C8 1.16875 -1.31312 -3.11070
C9 0.37549 -2.55677 -3.84350
C10 -0.97715 -2.89833 -2.92111
C11 -2.00174 -1.60166 -2.89710
C12 -2.48948 -1.19178 -1.35250
C13 -3.69834 -2.23237 -0.97498
Si1 -4.86774 -1.65217 0.44056
C14 -6.54320 -2.64537 0.18604
C15 -4.27089 -2.07753 2.22093
C16 -5.35359 0.21015 0.38982
C17 -6.27043 0.87727 -0.82336
C18 -6.66194 2.48794 -0.72201
C19 -6.19690 3.45478 0.53817
C20 -5.26470 2.81493 1.72779
C21 -4.87725 1.22288 1.62758
N1 2.40892 0.39605 -0.64909
C22 2.11031 1.81795 -1.05242
C23 3.01127 2.77778 -0.02053
B1 3.06362 4.36058 -0.49282
O2 3.21822 5.42426 0.52073
O3 2.95987 4.80662 -1.92635
N2 4.35483 2.17279 0.31903
C24 4.89028 1.21105 -0.76285
C25 5.29965 2.05730 -2.14935
B2 6.38346 0.72484 -0.17328
C26 6.89046 0.91934 1.37626
O4 7.37272 0.09698 -1.11796
H1 6.06974 -4.81118 2.93802
H2 4.81142 -3.37769 3.01686
H3 6.59561 -3.11299 3.56855
H4 7.32328 -3.86651 0.89399
H5 6.68430 -2.04033 1.22707
H6 4.21841 -3.62693 0.81069
H7 5.35608 -4.49162 -0.43897
H8 3.05572 -1.92252 -0.08165
H9 4.36897 -1.14201 1.00976
H10 4.83606 -0.64331 -3.02854
H11 3.30172 0.50162 -3.29938
H12 2.94233 -2.62360 -2.29631
H13 3.09177 -2.04741 -4.08199
H14 0.97852 -0.27660 -3.61962
H15 0.75009 -1.27742 -1.99352
H16 1.12240 -3.47468 -3.83563
H17 0.07778 -2.30996 -4.95193
H18 -0.60538 -3.22732 -1.85954
H19 -1.45484 -3.85864 -3.44150
H20 -1.52942 -0.70559 -3.48235
H21 -2.95371 -1.93894 -3.53333
H22 -2.80091 -0.06527 -1.40890
H23 -1.55687 -1.39711 -0.64627
H24 -4.33380 -2.48177 -1.93167
H25 -3.17967 -3.23710 -0.59754
H26 -7.40489 -2.13056 0.79588
H27 -6.81245 -2.46622 -0.96314
H28 -6.42020 -3.79793 0.40671
H29 -4.87460 -1.37915 2.97802
H30 -4.57474 -3.21520 2.41426
H31 -3.11608 -1.97989 2.39147
H32 -6.66595 0.25614 -1.74120
H33 -7.33464 2.95257 -1.56474
H34 -6.50265 4.59784 0.63233
H35 -4.90096 3.44958 2.67028
H36 -4.22651 0.78052 2.52030
H37 2.36202 0.32980 0.41001
H38 2.28638 2.07191 -2.18053
H39 0.98657 2.06632 -0.80654
H40 2.38486 2.77173 0.99649
H41 3.54920 5.03091 1.38656
H42 2.03191 4.51273 -2.23142
H43 4.18629 1.54847 1.16484
H44 5.09016 2.89720 0.49323
H45 6.06807 2.90073 -1.80040
H46 5.90249 1.36431 -2.87934
H47 4.36586 2.54223 -2.66483
H48 5.98785 0.56094 2.07117
H49 7.12897 2.02237 1.69117
H50 7.77618 0.16128 1.61774
H51 6.83372 -0.37648 -1.81728
O5 4.62028 -3.03769 5.63325
H52 4.93107 -3.95190 5.71461
H53 5.43398 -2.52245 5.52729
O6 4.63844 -1.47585 -5.88248
H54 5.35317 -1.85069 -5.34613
H55 4.99373 -1.48326 -6.78388
O7 -9.61338 3.36612 -1.27803
H56 -10.06597 2.99485 -0.50581
H57 -10.33532 3.63032 -1.86778
O8 -1.44381 0.30938 2.12312
H58 -1.89640 -0.06189 2.89534
H59 -2.16574 0.57358 1.53337
O9 4.66355 6.98096 -3.73544
H60 4.14594 6.64647 -2.98765
H61 5.48456 7.29670 -3.32916
O10 -0.07718 4.27460 2.16933
H62 0.18861 3.48694 2.66726
H63 0.68263 4.45665 1.59631
O11 1.51654 -4.30325 -0.74961
H64 2.41198 -3.94386 -0.83924
H65 1.36553 -4.31932 0.20733
O12 0.02740 6.85335 4.23692
H66 -0.25904 6.45097 5.07062
H67 0.12570 6.10028 3.63523
O13 -5.06004 1.97099 4.78292
H68 -5.33161 1.51131 3.97425
H69 -4.11429 2.13594 4.65197
O14 5.16452 -3.14828 -8.41104
H70 5.52767 -3.96619 -8.78272
H71 4.50187 -2.86996 -9.06082
O15 4.22740 -0.14472 7.33752
H72 3.94096 -0.54709 8.17121
H73 4.32569 -0.89778 6.73583
O16 -6.04705 -5.93110 -0.59276
H74 -5.85705 -6.56110 -1.30409
H75 -6.20185 -6.49234 0.18175
O17 -9.88346 2.87213 1.70149
H76 -8.98802 3.23152 1.61186
H77 -10.03447 2.85606 2.65843
O18 -6.64705 3.40765 7.07194
H78 -6.45705 2.77765 6.36060
H79 -6.80185 2.84642 7.84644
O19 -6.62304 -8.21666 -1.79127
H80 -7.51309 -7.95087 -2.06727
H81 -6.66981 -9.18357 -1.74998
O20 -0.67718 9.12403 1.87918
H82 -0.41139 8.33636 2.37712
H83 0.08263 9.30607 1.30617
O21 10.47696 0.07078 -0.41388
H84 9.58691 0.33657 -0.68987
H85 10.43019 -0.89612 -0.37258
O22 4.87420 7.79172 1.15236
H86 4.20283 7.16399 0.84540
H87 5.21703 8.18545 0.33613
O23 -8.50268 6.01168 -1.61511
H88 -8.09217 5.94838 -0.73962
H89 -8.71109 5.09324 -1.84280
O24 0.95619 -1.17778 3.79734
H90 0.50360 -1.54905 4.56956
H91 0.23426 -0.91358 3.20759
O25 -7.72580 -0.87246 3.10654
H92 -8.39717 -1.50018 2.79957
H93 -7.38297 -0.47872 2.29030
O26 7.42282 -3.00965 -5.12539
H94 7.68861 -3.79732 -4.62746
H95 8.18263 -2.82761 -5.69840
O27 -4.73548 -8.95074 0.63547
H96 -4.37233 -9.76865 0.26379
H97 -5.39813 -8.67242 -0.01432
O28 -9.13743 -0.50213 -0.98722
H98 -9.75419 -0.58265 -0.24417
H99 -9.11432 0.44909 -1.17013



No. 3
Below is a structure of composition C27H15F5O5S2V, with properties calculated with the ωB97M-V functional and the def2-TZVPD basis.

HOMO-LUMO gap   6.58 eV
LUMO energy   -0.208 Ha
Total charge   +1
Calculated total energy   -3653.613306 a.u.
Maximum force   0.7 eV Å⁻¹

Cartesian coordinates (Å):
V1 0.41650 -0.07870 -0.14345
O1 -1.61408 -3.18083 1.29963
C1 -0.60829 -2.74350 0.83363
O2 -0.47757 -1.42114 0.58350
C2 0.58791 -3.54941 0.46649
C3 0.56866 -4.88449 0.85923
C4 1.61509 -5.73222 0.53974
C5 2.69594 -5.25310 -0.18731
C6 2.73294 -3.92786 -0.58519
C7 1.68353 -3.07069 -0.25474
S1 1.95601 -1.40684 -0.77120
H1 -0.29158 -5.23918 1.41025
H2 1.58342 -6.76725 0.85027
H3 3.51527 -5.90915 -0.44720
H4 3.57799 -3.55049 -1.14598
F1 -3.31267 4.13584 1.48513
C8 -2.72781 3.26523 0.69340
C9 -1.67512 3.67737 -0.12019
F2 -1.27957 4.94129 -0.08929
C10 -1.05334 2.76550 -0.94327
F3 -0.05841 3.16410 -1.71222
C11 -1.45682 1.42126 -0.96801
S2 -0.65507 0.24730 -2.00632
C12 -2.54431 1.04492 -0.16454
F4 -2.97372 -0.20588 -0.18016
C13 -3.17126 1.95119 0.66831
F5 -4.17803 1.57552 1.44159
O3 0.00821 0.81683 1.73018
C14 1.09050 1.59912 2.32397
C15 1.91378 2.01837 1.09092
O4 2.81220 2.78997 1.06519
O5 1.48374 1.35002 -0.00625
C16 1.99711 0.71236 3.16509
C17 1.94788 -0.67535 3.08808
C18 2.84452 -1.44616 3.81708
C19 3.79892 -0.83555 4.61285
C20 3.85259 0.55062 4.68713
C21 2.95685 1.32309 3.96830
C22 0.47695 2.75965 3.07249
C23 0.33476 4.00930 2.47945
C24 -0.33932 5.02245 3.14541
C25 -0.87909 4.78926 4.40194
C26 -0.73688 3.54372 4.99804
C27 -0.05575 2.53244 4.33882
H5 -0.55377 0.43647 2.42198
H6 1.19471 -1.17639 2.49377
H7 2.78808 -2.52566 3.76434
H8 4.49695 -1.43582 5.18028
H9 4.59432 1.03272 5.30905
H10 3.00609 2.40291 4.02285
H11 0.77240 4.21568 1.51163
H12 -0.43573 5.99569 2.68308
H13 -1.40192 5.58091 4.92137
H14 -1.14836 3.36153 5.98153
H15 0.07198 1.56833 4.81820



No. 4
Below is a structure of composition C27H15F8MoNO2S5, with properties calculated with the ωB97M-V functional and the def2-TZVPD basis.

HOMO-LUMO gap (spin up / spin down)   6.07 / 6.21 eV
LUMO energy (spin up / spin down)   -0.056 / -0.056 Ha
Calculated total energy   -4101.180779 a.u.
Maximum force   0.7 eV Å⁻¹
Spin multiplicity   3
ΔE to the lowest compared entry with this formula, charge and spin   305.59 kJ/mol

Cartesian coordinates (Å):
Mo1 0.24373 0.24095 -0.15930
S1 -2.15870 0.52786 -0.64011
C1 -2.70874 1.39758 0.80491
C2 -4.00643 1.21370 1.28255
C3 -4.45461 1.89296 2.40385
C4 -3.62439 2.78395 3.07619
C5 -2.33711 2.99412 2.60983
C6 -1.90023 2.29203 1.50174
S2 -0.31327 2.54881 0.75348
C7 0.93304 2.76199 2.03547
C8 1.48944 1.50011 2.62703
C9 1.92485 1.50560 3.93264
C10 2.43244 0.33312 4.46677
C11 2.46325 -0.79350 3.67738
C12 2.00880 -0.73138 2.36645
C13 1.94778 -1.99042 1.55608
S3 1.62074 -1.75256 -0.19211
C14 0.24519 -0.53992 -2.30077
C15 -1.93041 -2.02562 -3.51078
C16 -2.27916 -1.17956 -4.50968
C17 -1.85424 0.16521 -4.71209
C18 -1.01846 1.00590 -4.04589
C19 -0.18910 0.74857 -2.92223
S4 0.56420 1.95998 -2.08910
N1 1.55584 0.41447 1.83420
H1 -4.65432 0.50883 0.77650
H2 -5.46050 1.71832 2.76320
H3 -3.97500 3.30569 3.95596
H4 -1.68205 3.69067 3.11832
H5 0.55567 3.42965 2.80738
H6 1.72296 3.30544 1.50947
H7 1.83586 2.40664 4.52334
H8 2.77309 0.29948 5.49357
H9 2.81052 -1.74259 4.06326
H10 1.19394 -2.63442 2.01020
H11 2.90773 -2.50424 1.64099
H12 -2.47030 -2.97084 -3.47561
H13 -3.03118 -1.54337 -5.19625
H14 -2.36167 0.64548 -5.54459
H15 -1.00089 2.03639 -4.38049
F1 5.10183 -1.96581 -4.94982
C20 3.97824 -1.60483 -4.33555
C21 4.01655 -0.76653 -3.23869
F2 5.19632 -0.31665 -2.80431
C22 2.85263 -0.39767 -2.59233
F3 3.02433 0.45165 -1.57262
C23 1.59422 -0.86456 -2.98651
S5 -0.86616 -1.98751 -2.20685
C24 1.60579 -1.64496 -4.13704
F4 0.45732 -2.05830 -4.69282
C25 2.75697 -2.04276 -4.79224
F5 2.68557 -2.82595 -5.86866
F6 -2.50210 -1.77929 4.19799
C26 -1.73679 -2.07201 3.14805
F7 -2.47520 -2.78028 2.28882
F8 -0.74375 -2.88625 3.58757
C27 -1.09403 -0.81378 2.51416
O1 -0.97471 0.17796 3.20603
O2 -0.69531 -1.04754 1.32307